The molecule C6H10O in a non-equilibrium geometry, computed with ωB97M-V/def2-TZVPD.

Geometry as XYZ:
```
17
Properties=species:S:1:pos:R:3:forces:R:3
C 0.35538 1.56742 -0.05639 0.12 0.09 -0.02
C 1.43490 0.85834 0.24825 -0.21 0.01 -0.66
C 1.57576 -0.65051 0.22154 0.14 0.28 0.04
O 0.68728 -1.26191 -0.69243 0.03 -0.01 -0.02
C -0.62060 -1.48369 -0.21089 -0.26 -0.10 0.04
C -1.33077 -0.23171 0.31601 -0.08 -0.06 0.09
C -0.97385 1.03195 -0.46357 -0.22 -0.01 0.04
H 0.47453 2.64922 -0.01330 -0.09 -0.10 -0.27
H 2.29938 1.49261 0.24684 0.83 -0.24 0.75
H 1.46832 -1.09196 1.22935 -0.05 0.14 -0.18
H 2.58245 -0.90858 -0.12650 -0.14 0.07 0.08
H -0.61312 -2.26284 0.56997 0.02 0.11 -0.10
H -1.16454 -1.88413 -1.07349 0.07 0.06 0.12
H -1.07993 -0.06575 1.37109 -0.04 -0.05 -0.13
H -2.41122 -0.40207 0.27212 0.08 -0.10 0.03
H -0.96977 0.82866 -1.54607 -0.02 0.04 0.22
H -1.71420 1.81497 -0.29250 -0.16 -0.12 -0.01
```
Positions in Å, forces in eV/Å.

As for the total energy: -309.81354 hartree. Its molar mass is 98.1 g mol⁻¹. Its structure (SMILES) is C1=CCOCCC1. The value obtained for the HOMO-LUMO gap is 0.3771 hartree.